The following is a DFT calculation (ωB97M-V with the def2-TZVPD basis set) of the ion C4H8NS with charge +1 in a non-equilibrium geometry.

## Properties
* lowest unoccupied orbital energy (alpha / beta): -7.32 / -6.44 eV
* DFT total energy: -16591.8856 eV
* frontier orbital gap (alpha / beta): 6.816 / 7.289 eV
* net charge: +1

Each line ends with the Löwdin charge.
Cartesian coordinates (Å):
C1 -0.40545 1.06954 0.49879  -0.49
C2 -1.68705 -1.17583 -0.42855  0.19
C3 -0.34343 -1.24690 0.06872  -0.03
C4 1.74978 0.17854 -0.09048  -0.04
N1 0.39195 -0.11871 0.13808  -0.18
S1 -0.71164 2.21876 -0.96501  0.70
H1 0.02490 1.69911 1.30311  0.11
H2 -1.41491 0.76642 0.81653  0.08
H3 -1.78508 -0.49199 -1.19248  0.04
H4 -2.53641 -1.85364 -0.29742  0.11
H5 0.18486 -2.11859 0.49496  0.16
H6 1.88111 0.83165 -0.95697  0.10
H7 2.54839 -0.56020 -0.13150  0.12
H8 2.10299 0.80184 0.74222  0.11


The following is a DFT calculation (ωB97M-V with the def2-TZVPD basis set) of the ion C4H8NS with charge +1 in a non-equilibrium geometry.

## Properties
* lowest unoccupied orbital energy: -3.54 eV
* DFT total energy: -16593.0075 eV
* frontier orbital gap: 10.215 eV
* net charge: +1

Each line ends with the Löwdin charge.
Cartesian coordinates (Å):
C1 2.05834 0.21005 -0.57199  0.02
C2 1.45389 1.00581 0.32093  -0.03
C3 -1.80052 -0.40758 -0.42196  -0.42
C4 -0.27383 0.65015 0.60728  -0.42
N1 -0.54316 -0.84160 0.29753  0.03
S1 -1.29857 1.24768 -0.75293  0.97
H1 3.06887 0.24366 -0.99168  0.09
H2 1.57444 -0.73772 -0.93828  0.07
H3 1.74529 1.79267 0.94447  0.07
H4 -2.09901 -1.01197 -1.16928  0.05
H5 -2.68913 -0.42959 0.32893  0.15
H6 -0.71815 0.87274 1.53606  0.09
H7 -0.75049 -1.49433 1.09642  0.21
H8 0.27202 -1.09996 -0.28550  0.11


The following is a DFT calculation (ωB97M-V with the def2-TZVPD basis set) of a cluster of 2 separate species, C4H8NS2 in total in a non-equilibrium geometry.

## Properties
* lowest unoccupied orbital energy: -4.95 eV
* DFT total energy: -27427.0206 eV
* frontier orbital gap: 8.066 eV
* net charge: +1

Each line ends with the Löwdin charge.
Cartesian coordinates (Å):
C1 -0.23217 -0.18462 -0.02326  -0.45
C2 -0.43231 1.08513 -0.00764  -0.06
C3 2.01923 1.67640 0.01154  -0.34
C4 -1.17511 2.30069 0.00112  -0.06
N1 -0.25226 -3.13934 0.01153  -0.08
S1 1.20147 -1.19446 -0.00282  0.67
S2 2.74991 0.27187 -0.00011  0.73
H1 -1.06671 -0.87276 -0.05425  0.09
H2 2.47863 2.64356 0.02625  0.01
H3 -1.14226 2.79823 -0.96876  0.11
H4 -0.80634 2.98255 0.76941  0.11
H5 -2.21920 2.07494 0.24573  0.12
H6 -0.26788 -3.47579 -0.94440  0.06
H7 -1.19304 -3.20380 0.38601  0.06
H8 0.33805 -3.76259 0.54966  0.05